No. 1
Here is a structure of composition C16H10F5N5O2S3Tc from the OMol25 dataset. Energies are from the ωB97M-V functional and the def2-TZVPD basis.

Results
⟨S²⟩	0.758
energy above the lowest of the compared OMol25 structures with the same formula, charge and spin	0.0000	eV
frontier orbital gap (spin up / spin down)	0.23788 / 0.22414	hartree
multiplicity	2
total charge	+2
LUMO level (spin up / spin down)	-8.19 / -8.56	eV

Each line ends with the Löwdin spin population.
Positions of all 42 atoms, in Å:
Tc: 0.33250 -0.34791 0.13680  0.804
N: 2.49940 -0.61609 -2.53071  0.035
C: 2.94789 -0.96002 -1.32771  0.030
N: 2.19927 -0.93897 -0.21823  0.035
C: 2.95020 -1.31812 0.90696  -0.003
C: 4.22399 -1.62940 0.64771  0.019
S: 4.56699 -1.44481 -1.04251  -0.001
C: 2.20557 -1.29272 2.15340  0.000
C: 2.56808 -1.60515 3.40032  -0.004
S: 1.27039 -1.30678 4.51386  -0.001
C: 0.26820 -0.77443 3.22820  -0.001
N: 0.87403 -0.81882 2.02471  -0.006
N: -0.97028 -0.35416 3.44588  -0.002
H: 1.52952 -0.38907 -2.68170  0.000
H: 3.09854 -0.68113 -3.33806  0.001
H: 4.99622 -1.95002 1.32793  0.001
H: 3.51412 -1.98102 3.75537  0.000
H: -1.34943 -0.35380 4.37963  0.000
H: -1.56986 -0.03931 2.70294  0.000
O: 2.79442 1.78248 -0.02714  0.013
C: 1.75358 2.23482 -0.39921  0.008
C: 1.44367 3.63249 -0.86682  0.002
C: -0.05267 3.65763 -1.17966  0.002
C: -0.53693 2.24875 -0.98544  0.011
O: -1.61395 1.78373 -1.22629  0.008
N: 0.53687 1.45195 -0.45385  0.035
H: 2.06644 3.84058 -1.73763  0.000
H: 1.74993 4.33236 -0.09047  0.000
H: -0.28610 3.96584 -2.19813  0.001
H: -0.62468 4.31083 -0.51874  0.000
F: -6.29841 -0.77677 -0.61841  -0.001
C: -5.01449 -0.98329 -0.79210  -0.002
C: -4.57291 -1.77564 -1.84345  0.000
F: -5.44484 -2.31997 -2.66351  0.000
C: -3.21605 -1.99393 -2.02827  -0.002
F: -2.79845 -2.74129 -3.03637  -0.001
C: -2.29044 -1.41991 -1.17055  0.002
S: -0.55908 -1.64336 -1.39131  -0.006
C: -2.76951 -0.64399 -0.14287  -0.001
F: -1.83050 -0.08789 0.71383  0.018
C: -4.09904 -0.40538 0.07938  0.000
F: -4.49220 0.35171 1.09225  0.000

=====

No. 2
Here is a cluster of 2 separate species, C16H11BCl4N2O2 in total in a non-equilibrium geometry from the OMol25 dataset. Energies are from the ωB97M-V functional and the def2-TZVPD basis.

Results
energy above the lowest of the compared OMol25 structures with the same formula, charge and spin	0.0000	eV
frontier orbital gap	0.18197	hartree
LUMO level	-3.91	eV

Each line ends with the Löwdin charge.
Positions of all 36 atoms, in Å:
Cl: 0.56348 -5.27755 0.66125  0.495
B: 0.59743 -3.95826 -0.62184  -1.876
Cl: 2.41928 -3.55702 -1.09603  0.473
Cl: -0.19728 -4.66363 -2.22645  0.385
O: -0.02562 -2.75633 -0.22735  -0.144
C: 0.29362 -1.46426 -0.66011  -0.330
C: 1.47564 -0.83747 0.09494  -0.180
C: 2.31613 -0.06048 -0.69465  -0.049
C: 3.49235 0.49494 -0.22434  -0.078
C: 3.80224 0.32720 1.12518  -0.657
Cl: 5.20217 1.11806 1.74656  0.699
C: 2.96777 -0.41929 1.96432  -0.059
C: 1.80431 -1.00762 1.43879  0.024
H: 0.50406 -1.55819 -1.74628  0.159
H: 2.11096 0.00458 -1.75501  0.123
H: 4.14727 1.04539 -0.88750  0.112
H: 3.27064 -0.53421 3.00243  0.113
H: 1.24123 -1.65997 2.09931  0.138
O: -1.66442 -1.05124 1.68745  0.175
C: -1.47246 -0.28066 0.75573  -0.270
C: -2.01024 1.12711 0.62341  -0.098
C: -1.61791 1.74061 -0.57591  -0.151
C: -1.97849 3.05444 -0.83870  -0.011
C: -2.70440 3.77105 0.11993  -0.052
C: -3.03250 3.19300 1.34697  -0.053
C: -2.63650 1.87412 1.61240  0.013
C: -0.83579 0.76425 -1.42782  -0.030
C: -0.78591 -0.48690 -0.55110  0.007
N: -2.44896 -1.56498 -1.45536  0.154
N: -2.48532 -2.50946 -2.05564  0.209
H: -1.70073 3.55211 -1.76238  0.119
H: -3.02844 4.79561 -0.06002  0.114
H: -3.60588 3.73677 2.10571  0.115
H: -2.77566 1.40809 2.59155  0.131
H: -1.38482 0.59262 -2.36890  0.146
H: 0.18276 1.04755 -1.74055  0.135

=====

No. 3
Here is a structure of composition C16H11F3N4STa in a non-equilibrium geometry from the OMol25 dataset. Energies are from the ωB97M-V functional and the def2-TZVPD basis.

Results
frontier orbital gap (spin up / spin down)	0.18704 / 0.18693	hartree
total charge	+3
LUMO level (spin up / spin down)	-13.28 / -13.28	eV

Each line ends with the Löwdin charge.
Positions of all 36 atoms, in Å:
Ta: 0.64957 2.00643 -0.57113  1.666
N: 4.15259 4.70976 0.04070  0.177
C: 2.95146 4.16734 0.06763  -0.713
S: 2.91039 2.37093 -0.12450  0.751
N: 1.86918 4.85918 0.20204  0.038
N: 0.74476 4.09408 0.21687  -0.196
C: -0.36352 4.67218 0.52166  0.023
C: -1.52779 3.81411 0.64101  -0.238
C: -2.74591 4.25610 1.09279  0.071
C: -3.77877 3.32791 1.25574  0.065
C: -3.54349 1.99670 0.96117  0.032
C: -2.29529 1.61778 0.49629  -0.059
N: -1.29579 2.50584 0.32954  -0.085
H: 4.99667 4.16212 -0.02244  0.131
H: 4.24575 5.71380 0.13628  0.157
H: -0.40268 5.73965 0.71575  0.172
H: -2.89078 5.30250 1.32757  0.153
H: -4.74708 3.65046 1.61689  0.152
H: -4.31358 1.24858 1.08682  0.144
H: -2.08166 0.58659 0.25178  0.113
F: 1.73833 -7.31480 -0.97844  0.201
C: 0.47556 -6.93280 -0.81394  -0.615
F: 0.00899 -7.41213 0.33239  0.203
F: -0.26209 -7.37321 -1.81799  0.196
C: 0.45466 -5.40515 -0.73918  0.029
C: 1.18270 -4.79516 0.31966  0.055
C: 1.17163 -3.44357 0.44736  0.054
C: 0.43392 -2.65805 -0.50516  -0.178
C: -0.29368 -3.29189 -1.57398  0.052
C: -0.26877 -4.64694 -1.68975  0.057
C: 0.46115 -1.27773 -0.40492  -0.011
C: 0.56697 -0.04320 -0.31495  -0.178
H: 1.73529 -5.41558 1.01439  0.153
H: 1.70845 -2.95366 1.24827  0.142
H: -0.84988 -2.68769 -2.27786  0.138
H: -0.79725 -5.15049 -2.48836  0.147